Formula: C6H11N
Source: the OMol25 dataset
Level of theory: wB97M-V/def2-TZVPD

Values from the calculation:
Energy relative to the best compared isomer or geometry (same formula, charge and spin) in eV: 2.8306
Calculated total energy in hartree: -289.8677
2S+1: 1
Structure (SMILES): [H]/N=C/[C@@H]1CC1(C)C
Charge: 0

Element x y z (Å)
H1 -2.99 0.40 1.22
N1 -2.04 0.12 0.98
C1 -1.19 1.06 1.26
C2 0.21 0.89 1.04
C3 0.94 1.13 -0.25
C4 0.46 -0.26 -0.44
C5 1.16 -1.45 0.11
C6 -0.44 -0.54 -1.61
H2 -1.48 1.94 1.86
H3 0.82 0.85 1.93
H4 2.02 1.21 -0.11
H5 0.53 1.88 -0.92
H6 1.66 -2.01 -0.69
H7 1.91 -1.20 0.87
H8 0.42 -2.12 0.57
H9 0.05 -1.25 -2.29
H10 -0.66 0.35 -2.20
H11 -1.38 -0.99 -1.31

natural (NBO) atomic charge list, values in e, 8 entries: atom 1 (H): 0.33, atom 2 (N): -0.62, atom 3 (C): 0.11, atom 4 (C): -0.31, atom 5 (C): -0.43, atom 6 (C): 0.09, atom 7 (C): -0.63, atom 8 (C): -0.64